3 unconnected molecules or ions with the total composition C41H74FI2N2O12P2S3 in a non-equilibrium geometry, computed with ωB97M-V/def2-TZVPD.

Last column: Mulliken charge in e.
Atoms and positions in Å:
C  8.53124  -5.84814  1.64852  -1.268
C  7.20798  -5.53513  0.91358  -0.447
C  7.01384  -4.03034  0.62753  -0.822
C  6.37340  -3.80559  -0.74792  -1.607
C  5.24462  -2.75887  -0.77112  -1.018
N  5.62919  -1.35841  -1.10492  0.942
C  7.01909  -0.98376  -0.99575  -0.162
C  7.30678  0.48903  -1.09655  0.013
O  7.89164  1.01919  -1.94828  -0.426
F  6.81710  1.18337  -0.07804  -0.180
C  4.55918  -0.71018  -1.40589  -1.229
O  4.57212  0.55911  -1.73799  -0.471
C  3.29830  -1.58775  -1.38169  1.699
C  2.44341  -0.94595  -2.50611  -1.956
C  0.94580  -1.41974  -2.61062  -0.110
C  0.62199  -1.85586  -4.04384  -1.025
S  -1.16088  -1.63103  -4.46256  -0.269
C  -2.03073  -2.93451  -3.56329  -0.108
S  -2.45522  -4.24308  -4.43100  -0.196
N  -2.30311  -2.76969  -2.21939  0.574
C  -2.95324  -3.94382  -1.60906  -1.160
C  -3.04802  -3.77619  -0.08501  -1.242
C  -3.05537  -1.52475  -1.92134  -1.057
C  -2.30780  -0.63261  -0.90968  0.167
C  2.65373  -1.28824  0.00893  -0.114
C  2.47423  0.18768  0.28302  -0.970
C  1.38209  0.96615  -0.08876  0.479
C  1.32764  2.32505  0.20993  -1.763
C  2.37357  2.91333  0.90474  -0.584
C  3.45330  2.15922  1.31977  -1.109
C  3.48781  0.81478  1.00302  0.067
C  3.96680  -3.01623  -1.60279  1.483
C  3.28084  -4.31733  -1.13130  -2.341
I  3.24220  -4.64900  1.00618  0.075
C  1.88894  -4.57043  -1.74687  0.837
C  0.68159  -4.56947  -0.82958  -2.265
I  1.93309  -6.56293  -2.61259  0.149
S  4.42704  -3.21887  -3.36017  1.688
C  5.39105  -4.67363  -3.67543  -1.093
O  5.22437  -2.08212  -3.77224  -0.754
O  3.24418  -3.31585  -4.16988  -0.671
H  8.34502  -6.56748  2.43690  0.356
H  9.21705  -6.30690  0.94456  0.299
H  8.96670  -4.94268  2.05528  0.379
H  6.37833  -5.86758  1.53086  0.222
H  7.15897  -6.12470  0.00089  0.412
H  6.40940  -3.64351  1.44641  0.270
H  7.98920  -3.55149  0.68983  0.611
H  5.91204  -4.74677  -1.02986  0.351
H  7.11753  -3.62592  -1.51904  0.498
H  5.05248  -2.65319  0.29266  0.468
H  7.42073  -1.33150  -0.04517  0.398
H  7.59157  -1.47825  -1.77245  0.364
H  5.20153  0.69796  -2.46731  0.698
H  2.85521  -1.09874  -3.49612  1.291
H  2.37351  0.12504  -2.37637  1.053
H  0.68783  -2.16638  -1.87035  -0.590
H  0.29537  -0.57480  -2.42243  0.947
H  0.80306  -2.90620  -4.24078  0.240
H  1.13425  -1.22431  -4.76042  0.555
H  -2.37356  -4.83543  -1.78287  0.613
H  -3.95229  -4.04162  -2.03094  0.673
H  -2.24317  -3.13368  0.26047  0.238
H  -2.89801  -4.74302  0.38495  0.405
H  -4.01264  -3.39259  0.21395  0.319
H  -3.20259  -0.92832  -2.81201  0.575
H  -4.03360  -1.74848  -1.50615  0.297
H  -1.29888  -1.01653  -0.80467  -0.547
H  -2.74739  -0.64588  0.08333  0.188
H  -2.20333  0.38713  -1.26866  0.386
H  1.69602  -1.80068  0.05364  0.136
H  3.24782  -1.68195  0.82479  0.618
H  0.54741  0.53412  -0.61833  0.586
H  0.48015  2.91336  -0.10289  0.855
H  2.31039  3.96622  1.13463  0.497
H  4.26934  2.60711  1.86165  0.446
H  4.33933  0.22628  1.33061  0.320
H  3.90826  -5.12850  -1.46672  1.236
H  1.66844  -3.93060  -2.58594  -0.170
H  0.56363  -5.48378  -0.26246  0.607
H  -0.18192  -4.52659  -1.48261  0.627
H  0.60928  -3.68379  -0.20371  0.341
H  5.45364  -4.71797  -4.75763  0.458
H  6.39760  -4.49174  -3.32197  0.377
H  4.97070  -5.58997  -3.27835  0.312
O  -1.06587  5.30950  0.23419  -0.786
P  -2.42501  5.61294  -0.31412  1.293
O  -2.13970  7.03123  -1.08849  -0.316
C  -1.48103  7.01323  -2.35829  -0.362
C  -2.33093  6.39749  -3.45526  -0.920
O  -3.10230  6.07682  1.11176  -0.386
C  -2.49183  5.83221  2.37981  -0.206
C  -1.59034  6.97780  2.79566  -1.204
O  -3.91053  5.41915  -0.92181  -0.413
C  -5.08648  6.14409  -0.49569  0.033
C  -5.00002  7.64975  -0.54405  -1.119
H  -0.52865  6.48198  -2.26636  0.261
H  -1.25821  8.05080  -2.60269  0.327
H  -2.50700  5.33398  -3.27281  0.243
H  -1.83537  6.49420  -4.42162  0.415
H  -3.30627  6.87971  -3.50680  0.193
H  -1.95563  4.88484  2.37592  0.288
H  -3.30547  5.72775  3.09998  0.293
H  -0.93824  7.29952  1.98411  0.291
H  -0.97207  6.69794  3.64909  0.368
H  -2.18989  7.84558  3.07610  0.323
H  -5.37477  5.80279  0.49624  0.071
H  -5.87285  5.81680  -1.17778  0.438
H  -4.25243  8.04899  0.13632  0.230
H  -5.96439  8.06855  -0.25173  0.436
H  -4.75355  8.00038  -1.54579  0.239
O  -4.60174  2.46612  4.99815  -0.847
P  -5.05567  1.41340  4.06652  0.885
O  -6.48017  1.90710  3.46161  -0.240
C  -6.50159  3.01365  2.55463  -0.455
C  -5.84736  2.70940  1.21680  -0.809
O  -5.49173  0.22118  5.08597  -0.375
C  -5.25790  0.30261  6.49410  -0.368
C  -6.42824  0.93713  7.21694  -1.070
O  -4.62498  0.40098  2.90212  -0.089
C  -5.18066  -0.91646  2.74120  0.191
C  -6.68421  -1.00175  2.62681  -1.041
H  -6.01798  3.87477  3.02502  0.271
H  -7.55090  3.26329  2.40555  0.358
H  -4.77546  2.53446  1.33913  0.230
H  -5.97545  3.54806  0.53200  0.327
H  -6.27178  1.81326  0.76396  0.244
H  -4.32883  0.82934  6.70223  0.346
H  -5.12263  -0.72221  6.84437  0.338
H  -6.77398  1.84097  6.71669  0.275
H  -6.16280  1.18798  8.24396  0.364
H  -7.27553  0.24915  7.23923  0.296
H  -4.81375  -1.55779  3.54093  0.344
H  -4.74204  -1.28922  1.81714  -0.122
H  -7.19103  -0.67075  3.52904  0.274
H  -6.96950  -2.04112  2.45471  0.431
H  -7.05339  -0.39458  1.80045  0.234

The calculation puts the gap between HOMO and LUMO at 0.2494 Eh. Its total charge is +1.